Entry 1:
20
Properties=species:S:1:pos:R:3:forces:R:3 method="wB97M-V/def2-TZVPD" smiles="O=NNc1ccc2ccccc2n1" homo_lumo_gap_ev=7.884 relative_energy_kcal_mol=125.3 charge=0
O -4.243 0.688 -0.547 -0.1 -5.4 2.3
N -4.268 -0.506 -0.005 2.5 3.9 -2.0
N -2.998 -1.063 0.172 -0.7 -3.7 0.9
C -1.700 -0.465 -0.052 -0.4 -1.0 -1.4
C -1.728 0.962 0.342 3.8 1.5 -1.7
C -0.513 1.605 -0.092 1.8 -1.7 3.8
C 0.777 0.693 -0.202 -8.9 -0.1 -0.5
C 1.939 1.255 -0.145 3.8 2.4 -0.5
C 2.983 0.352 -0.227 0.3 4.3 0.6
C 2.750 -0.911 0.129 4.8 -4.0 -1.0
C 1.595 -1.614 -0.049 -1.7 0.5 0.7
C 0.555 -0.686 -0.283 -1.2 -2.7 -1.2
N -0.717 -1.281 -0.606 -2.1 4.2 4.0
H -2.959 -2.204 0.595 -0.6 4.7 -1.9
H -2.583 1.518 0.849 1.3 -1.2 -1.0
H -0.005 2.607 0.294 -2.3 -1.4 -1.2
H 1.982 2.364 -0.049 0.5 -1.0 -0.4
H 3.959 0.747 -0.438 0.5 -0.2 0.5
H 3.801 -1.344 0.211 -1.8 -0.7 0.3
H 1.372 -2.715 0.102 0.6 1.7 -0.3

Entry 2:
16
Properties=species:S:1:pos:R:3:forces:R:3 method="wB97M-V/def2-TZVPD" smiles=Br[C@H]1C[C@@H]1c1cccs1 homo_lumo_gap_ev=9.088 relative_energy_kcal_mol=25.6 charge=0
Br -4.140 -0.184 -0.321 0.9 0.4 0.5
C -2.395 0.759 -0.263 0.9 -2.7 1.8
C -1.687 1.116 1.034 -0.3 1.9 -1.0
C -1.088 -0.124 0.448 -3.4 0.9 -0.4
C 0.236 -0.252 -0.128 1.0 1.9 0.0
C 1.079 -1.304 -0.331 -0.3 0.8 0.1
C 2.342 -0.876 -0.869 2.9 -1.7 -0.9
C 2.470 0.474 -0.992 -2.4 -1.8 1.0
S 1.073 1.263 -0.486 -1.3 -0.2 0.2
H -2.358 1.196 -1.234 0.8 0.7 -0.1
H -2.229 1.207 2.008 0.5 -0.5 -1.0
H -1.099 2.027 0.811 -0.2 -0.4 0.5
H -1.605 -0.949 0.901 0.5 -0.8 -0.1
H 0.734 -2.236 0.076 0.5 -0.7 -0.5
H 3.288 -1.534 -1.220 -2.7 1.2 1.1
H 3.209 1.099 -1.291 2.5 1.2 -1.1

Entry 3:
21
Properties=species:S:1:pos:R:3:forces:R:3 method="wB97M-V/def2-TZVPD" homo_lumo_gap_ev=5.855 charge=-1
C 2.095 1.097 1.473 -0.3 -1.1 0.2
Cd 0.812 -0.686 1.342 -1.0 0.8 -1.0
N -1.055 -1.898 0.013 -0.5 -0.4 -0.3
N 1.408 -0.777 -1.455 0.0 -0.6 -0.6
H -1.530 -1.428 -0.755 0.2 -0.3 0.2
H 0.271 -2.088 2.238 0.3 -0.1 0.2
H 1.637 1.125 2.458 0.3 1.2 0.4
H 2.074 1.978 0.813 0.0 -0.8 0.5
H 2.940 0.428 1.536 1.2 0.7 -0.1
H 0.651 -0.448 -2.068 0.4 -0.1 0.6
H 1.569 -1.772 -1.649 0.0 0.6 -0.1
H 2.254 -0.262 -1.690 -0.2 -0.1 0.1
H -0.640 -2.775 -0.293 -0.3 0.1 0.1
H -1.735 -2.082 0.752 0.4 0.0 -0.3
F -0.881 2.198 1.133 -0.5 1.3 0.2
C -0.680 1.381 0.054 -0.2 -4.1 0.7
F 0.120 2.022 -0.849 0.1 1.1 -0.7
C -2.015 1.077 -0.601 2.2 1.0 1.1
F -2.805 0.329 0.222 0.0 0.5 -0.7
F -2.685 2.206 -0.914 -1.3 0.0 -0.6
F -1.806 0.374 -1.761 -0.6 0.3 0.2

Entry 4:
111
Properties=species:S:1:pos:R:3:forces:R:3 method="wB97M-V/def2-TZVPD" smiles="C=C[C@](O[C@](CC=O)(CCCC)P(O)O)(P(C)C)[C@@](CCOCC(F)(F)F)(O[C@H]([C@@H](C)F)P(C)C)P(=N)(O)O.CN(C)P(=O)(N(C)C)N(C)C" homo_lumo_gap_ev=6.775 charge=0
C 0.362 3.042 3.774 -0.2 -0.4 0.0
C 0.675 1.918 3.022 -0.6 0.4 0.5
C 0.059 1.440 1.733 -0.5 -2.0 1.6
O -1.165 1.997 1.301 0.6 0.1 0.3
C -2.329 2.015 2.108 -2.8 0.4 -1.5
C -2.409 1.184 3.377 0.2 -0.1 1.2
C -3.777 1.239 4.064 0.3 0.5 0.0
O -3.957 1.848 5.094 -0.1 -0.4 -0.5
C -3.539 1.534 1.218 1.5 -1.0 -0.1
C -3.400 1.812 -0.272 -1.6 0.4 -0.7
C -4.803 1.672 -0.944 0.5 -0.2 -0.1
C -5.021 0.307 -1.643 -0.9 0.8 0.2
P -2.715 3.843 2.515 1.9 1.0 1.8
O -2.682 4.608 1.047 -0.8 -0.7 0.2
O -4.316 3.911 2.899 -0.2 -0.5 -0.9
P 0.086 -0.489 1.784 1.1 -0.9 -1.3
C -1.419 -1.163 0.963 -0.2 -0.2 0.8
C 0.187 -1.095 3.526 -0.3 1.1 0.3
C 1.199 1.845 0.659 -1.7 0.2 0.3
C 1.707 3.275 0.858 0.0 0.6 -0.4
C 0.636 4.354 0.898 0.8 0.7 0.4
O 1.296 5.514 1.471 -0.5 -0.1 -0.2
C 0.524 6.652 1.158 0.6 0.0 0.4
C 0.650 7.707 2.260 -0.7 0.2 -0.5
F 1.757 7.598 2.995 -0.4 0.2 -0.1
F -0.438 7.664 3.071 0.6 -0.1 0.2
F 0.610 8.943 1.694 0.3 -0.2 0.3
O 2.182 0.838 0.733 0.3 1.0 -0.5
C 3.510 1.185 0.374 2.3 -1.9 0.7
C 4.111 -0.117 -0.223 -0.7 0.8 -1.3
C 5.617 -0.092 -0.376 -0.1 -0.5 -0.5
F 3.645 -1.245 0.428 0.3 -0.1 0.4
P 4.456 1.694 1.931 -1.9 1.4 0.9
C 5.913 2.741 1.514 0.4 -1.0 0.2
C 4.935 0.223 2.924 0.8 0.2 0.1
P 0.590 1.735 -1.111 1.4 0.2 -1.9
N 1.779 2.084 -2.071 -0.1 0.0 0.5
O -0.639 2.735 -1.417 -0.2 -1.0 0.5
O 0.122 0.222 -1.453 -0.4 0.8 1.1
H -0.476 3.088 4.460 -1.2 0.8 -1.5
H 0.971 3.947 3.713 1.3 -0.8 1.6
H 1.511 1.304 3.367 1.4 1.1 -1.5
H -1.705 1.471 4.160 0.1 0.2 -0.2
H -2.235 0.117 3.214 0.0 0.1 -0.5
H -4.592 0.679 3.566 0.0 0.0 0.2
H -3.551 0.442 1.334 -0.3 0.0 0.0
H -4.491 1.887 1.610 0.1 0.3 0.0
H -3.054 2.813 -0.509 0.3 0.0 0.4
H -2.754 1.107 -0.794 0.3 0.0 0.3
H -4.916 2.468 -1.681 0.0 0.0 -0.1
H -5.589 1.855 -0.211 0.0 -0.1 0.1
H -5.050 0.475 -2.719 0.3 -0.4 -0.1
H -6.019 -0.051 -1.386 0.1 -0.3 0.0
H -4.290 -0.448 -1.362 0.1 0.0 -0.1
H -3.357 5.297 1.106 0.0 0.1 -0.2
H -4.434 3.875 3.855 0.1 0.1 0.1
H -1.087 -2.052 0.427 0.0 0.0 0.0
H -2.167 -1.478 1.697 -0.2 0.1 -0.2
H -1.845 -0.491 0.225 0.0 0.2 0.1
H -0.171 -2.115 3.644 -0.1 0.0 -0.2
H -0.306 -0.428 4.240 -0.2 -0.3 0.1
H 1.244 -1.078 3.795 0.0 -0.1 -0.1
H 2.350 3.537 0.016 0.1 -0.2 0.0
H 2.329 3.401 1.743 -0.2 -0.4 0.2
H -0.198 4.128 1.553 -0.1 -0.2 -0.2
H 0.304 4.663 -0.093 -0.3 -0.4 -0.1
H 0.872 7.087 0.217 -0.1 0.1 0.0
H -0.536 6.403 1.098 0.0 0.1 -0.1
H 3.625 1.906 -0.435 -0.3 0.3 0.2
H 3.701 -0.169 -1.241 -0.2 -0.2 0.1
H 5.888 -0.732 -1.218 0.0 -0.1 0.1
H 6.160 -0.472 0.486 -0.1 0.3 0.2
H 5.920 0.914 -0.662 0.2 0.0 0.2
H 5.620 3.478 0.770 0.0 0.0 -0.1
H 6.794 2.172 1.208 0.0 0.1 -0.3
H 6.190 3.260 2.430 -0.1 0.1 0.0
H 5.954 -0.133 2.750 -0.1 -0.3 -0.2
H 4.212 -0.587 2.856 0.0 0.0 -0.4
H 4.921 0.549 3.966 -0.1 0.1 0.0
H 1.518 2.882 -2.637 0.4 0.1 -0.1
H -1.004 2.447 -2.266 -0.2 0.2 -0.1
H 0.828 -0.367 -1.140 -0.1 -0.3 0.0
C -0.317 -7.346 -1.699 0.0 -0.4 -0.6
N -0.957 -6.056 -1.782 0.3 0.3 0.6
C -2.281 -6.085 -1.188 -0.3 0.3 -0.2
P -0.775 -4.870 -3.002 5.3 -2.7 1.7
O -0.685 -3.636 -2.139 -3.1 0.6 -1.6
N 0.838 -4.800 -3.654 0.5 -0.7 0.0
C 1.976 -5.150 -2.814 -0.1 -0.1 0.3
C 1.084 -3.523 -4.320 -0.3 0.1 -0.1
N -1.319 -5.931 -4.332 -2.5 2.3 -0.3
C -0.386 -6.733 -5.098 0.6 0.0 0.0
C -2.257 -5.260 -5.249 -0.2 0.0 0.2
H -0.793 -8.103 -2.344 0.0 0.0 0.0
H -0.368 -7.712 -0.671 -0.1 0.1 0.0
H 0.741 -7.301 -1.942 -0.1 0.1 -0.1
H -2.987 -6.672 -1.795 0.0 -0.1 0.1
H -2.681 -5.073 -1.089 0.1 0.0 0.0
H -2.247 -6.511 -0.183 0.1 -0.1 0.0
H 1.917 -4.720 -1.807 0.0 0.0 0.0
H 2.905 -4.808 -3.274 -0.1 0.2 -0.1
H 2.081 -6.233 -2.733 0.0 0.0 0.1
H 1.276 -2.713 -3.609 0.0 0.0 0.0
H 0.220 -3.230 -4.925 0.0 0.0 0.0
H 1.936 -3.612 -4.997 0.0 -0.1 0.0
H 0.211 -6.144 -5.801 0.0 0.0 0.0
H -0.963 -7.467 -5.670 -0.2 0.1 0.1
H 0.292 -7.296 -4.461 0.0 0.1 0.1
H -1.754 -4.512 -5.876 -0.1 -0.1 -0.1
H -3.040 -4.751 -4.681 0.0 0.0 0.0
H -2.749 -5.984 -5.900 0.1 -0.1 0.0